The following is a DFT calculation (ωB97M-V/def2-TZVPD) of C25H21BeF10N3OS as an isolated structure.

Properties
**HOMO-LUMO gap**: 6.857 eV
**E_HOMO**: -7.01 eV

Each line ends with the natural charge from an NBO analysis.
Positions of all 62 atoms, in Å:
Be 0.552 0.002 -0.695  1.678
C -0.387 -2.101 -2.274  -0.405
N 0.718 -1.642 -1.429  -0.583
C 0.857 -2.506 -0.244  -0.220
C 1.725 -1.804 0.782  -0.235
N 1.284 -0.420 0.784  -0.926
C 1.843 0.446 1.669  0.154
C 2.776 0.158 2.678  0.239
F 3.215 -1.108 2.874  -0.319
C 3.293 1.121 3.530  0.288
F 4.169 0.753 4.472  -0.293
C 2.922 2.446 3.424  0.211
F 3.423 3.375 4.250  -0.294
C 1.993 2.781 2.453  0.329
F 1.580 4.047 2.328  -0.301
C 1.483 1.810 1.621  0.239
F 0.547 2.200 0.722  -0.330
C 1.968 -1.495 -2.222  -0.228
C 2.642 -0.150 -1.940  -0.232
N 1.564 0.809 -1.743  -0.919
C 1.736 2.108 -2.098  0.090
C 2.964 2.771 -2.277  0.257
F 4.130 2.126 -2.043  -0.317
C 3.067 4.112 -2.605  0.282
F 4.279 4.667 -2.733  -0.295
C 1.940 4.895 -2.759  0.228
F 2.033 6.197 -3.065  -0.295
C 0.707 4.290 -2.583  0.264
F -0.416 5.006 -2.733  -0.299
C 0.623 2.950 -2.274  0.321
F -0.615 2.426 -2.153  -0.326
H -0.170 -3.085 -2.704  0.184
H -0.547 -1.384 -3.077  0.219
H -1.296 -2.163 -1.676  0.208
H 1.247 -3.492 -0.520  0.190
H -0.151 -2.634 0.158  0.199
H 2.784 -1.905 0.505  0.178
H 1.609 -2.308 1.745  0.201
H 1.673 -1.512 -3.271  0.205
H 2.633 -2.345 -2.045  0.196
H 3.276 0.087 -2.795  0.206
H 3.296 -0.223 -1.064  0.182
C -5.263 -4.322 1.750  -0.635
C -4.419 -3.109 1.486  0.019
C -4.476 -2.446 0.261  -0.219
C -3.703 -1.325 0.018  -0.134
C -2.855 -0.860 1.016  -0.328
C -2.765 -1.514 2.237  -0.169
C -3.556 -2.629 2.467  -0.213
S -1.770 0.506 0.774  1.326
C -2.896 1.807 0.342  -0.813
O -1.073 0.238 -0.550  -1.090
H -5.830 -4.612 0.867  0.220
H -5.970 -4.133 2.559  0.230
H -4.644 -5.168 2.050  0.229
H -5.137 -2.816 -0.513  0.218
H -3.746 -0.832 -0.945  0.222
H -2.079 -1.157 2.993  0.234
H -3.496 -3.137 3.421  0.221
H -3.489 1.523 -0.525  0.240
H -2.272 2.668 0.108  0.269
H -3.526 2.011 1.206  0.242